# 1
{"formula": "C9H14NO3", "method": "the ωB97M-V functional and the def2-TZVPD basis", "species": ["C", "H", "C", "H", "O", "C", "C", "H", "C", "H", "C", "H", "O", "H", "C", "H", "H", "H", "N", "H", "H", "H", "C", "O", "H", "H", "C"], "xyz": [[-2.78, 1.59, 1.60], [2.89, -1.40, -1.28], [-0.55, 0.48, 1.60], [-1.45, 1.52, 3.13], [0.10, 0.16, -3.30], [0.43, 1.50, 1.51], [1.33, 2.33, 1.48], [-1.71, 3.43, 1.83], [0.88, -2.05, -0.84], [-3.77, 1.27, 1.97], [2.71, -3.43, -1.98], [-3.10, 3.59, 0.75], [0.22, -0.88, -1.30], [-3.33, 3.50, 2.51], [0.60, -0.64, -2.57], [-2.74, 1.28, 0.56], [2.95, -3.93, -1.04], [1.93, 3.18, 1.31], [-1.75, 0.91, 2.38], [2.00, -4.03, -2.54], [0.24, -2.92, -1.04], [-0.84, 0.23, 0.58], [2.13, -2.06, -1.70], [1.64, -1.45, -2.91], [3.62, -3.35, -2.58], [1.07, -1.97, 0.22], [-2.74, 3.13, 1.67]], "nbo_charge": [-0.208, 0.187, -0.535, 0.338, -0.587, -0.011, -0.564, 0.225, -0.101, 0.147, -0.623, 0.190, -0.465, 0.179, 0.975, 0.183, 0.218, 0.201, -0.657, 0.213, 0.168, 0.168, 0.060, -0.515, 0.216, 0.235, -0.639], "e_lumo_ha": 0.1096, "total_charge": -1, "fmax_ev_per_a": 1.01, "gap_ev": 4.2505, "total_energy_ev": -17189.6971}


# 2
{"formula": "C9H14O", "method": "the ωB97M-V functional and the def2-TZVPD basis", "species": ["C", "C", "H", "H", "H", "C", "C", "C", "H", "H", "H", "H", "O", "H", "C", "C", "H", "H", "C", "H", "H", "C", "H", "H"], "xyz": [[-0.78, -0.11, 1.32], [-0.71, 1.44, -0.77], [4.07, 0.93, 1.06], [-2.04, -2.18, -2.68], [-1.93, -1.96, 1.13], [-0.36, 1.04, 0.56], [-1.30, 0.29, -1.41], [3.18, -0.85, 0.11], [4.02, -1.44, 0.31], [-1.15, -2.88, -1.18], [3.38, 1.29, -0.56], [0.51, 2.83, 1.11], [0.25, 1.92, 1.50], [-0.56, 2.33, -1.32], [-1.64, -0.91, -0.81], [-1.97, -2.17, -1.57], [2.43, -1.39, 0.77], [-2.99, -2.57, -1.11], [-1.48, -1.10, 0.59], [-1.61, 0.35, -2.52], [2.47, 1.11, 0.91], [3.30, 0.59, 0.43], [2.83, -1.09, -0.94], [-0.77, -0.07, 2.40]], "nbo_charge": [-0.368, -0.547, 0.191, 0.197, 0.171, 0.287, -0.239, -0.630, 0.189, 0.202, 0.179, 0.454, -0.755, 0.198, -0.102, -0.619, 0.223, 0.176, -0.407, 0.163, 0.249, -0.626, 0.215, 0.201], "e_lumo_ha": [0.1396, 0.1358], "total_charge": -1, "spin_multiplicity": 2, "fmax_ev_per_a": 4.63, "gap_ev": [3.0320, 6.8809], "total_energy_ev": -11604.4786}


# 3
{"formula": "C9H14O", "method": "the ωB97M-V functional and the def2-TZVPD basis", "species": ["C", "H", "H", "C", "H", "H", "H", "H", "C", "C", "H", "H", "H", "C", "H", "C", "H", "C", "C", "H", "H", "C", "H", "O"], "xyz": [[-1.72, -1.17, 1.01], [2.82, 3.38, 1.18], [2.58, 2.61, -0.34], [-1.07, -0.09, 0.32], [-0.91, -3.79, -0.91], [-0.97, 1.60, -1.84], [-1.27, 0.94, 0.64], [0.70, 1.42, -1.62], [-1.54, -2.48, 0.57], [-0.53, -1.61, -1.47], [-2.33, -0.97, 1.91], [2.49, 0.84, 1.51], [-0.30, -1.72, -2.54], [2.05, 2.83, 0.58], [1.17, 1.67, 2.19], [-0.18, 0.82, -1.92], [1.25, 3.51, 0.31], [-0.98, -2.74, -0.68], [1.69, 1.51, 1.23], [-1.34, -4.08, 1.73], [0.94, 0.92, 0.68], [-0.62, -0.32, -1.00], [0.08, 0.43, -2.91], [-2.02, -3.49, 1.37]], "nbo_charge": [-0.362, 0.182, 0.194, -0.424, 0.180, 0.190, 0.170, 0.190, 0.271, -0.305, 0.183, 0.196, 0.170, -0.610, 0.188, -0.633, 0.203, -0.473, -0.642, 0.455, 0.263, -0.042, 0.200, -0.746], "e_lumo_ha": [0.1344, 0.1325], "total_charge": -1, "spin_multiplicity": 2, "fmax_ev_per_a": 2.16, "gap_ev": [2.9485, 7.0832], "total_energy_ev": -11605.6539}


# 4
{"formula": "C9H14O", "method": "the ωB97M-V functional and the def2-TZVPD basis", "species": ["H", "H", "C", "H", "H", "C", "H", "O", "C", "C", "C", "H", "H", "C", "H", "H", "H", "C", "H", "H", "H", "C", "H", "C"], "xyz": [[2.30, -0.09, -1.58], [0.83, -0.34, 2.94], [1.27, -0.39, -1.41], [2.78, 0.82, 2.05], [-0.66, -2.09, 0.83], [0.97, 0.71, 3.21], [2.00, 2.42, 2.36], [-0.28, 1.39, 3.24], [-0.39, -1.48, -0.02], [-2.18, 0.10, -3.04], [-1.10, -0.33, -2.07], [1.32, 1.31, 1.19], [-2.46, -1.39, -0.78], [-1.43, -1.10, -0.96], [-2.09, -0.41, -4.00], [1.45, 0.76, 4.20], [-2.11, 1.18, -3.19], [1.84, 1.36, 2.15], [-0.88, 0.89, 3.79], [1.70, -1.46, 0.40], [0.47, 0.66, -3.17], [0.93, -1.13, -0.29], [-3.16, -0.11, -2.63], [0.22, 0.06, -2.30]], "nbo_charge": [0.176, 0.167, -0.339, 0.201, 0.174, -0.096, 0.192, -0.742, -0.396, -0.625, -0.011, 0.250, 0.174, -0.348, 0.193, 0.131, 0.190, -0.635, 0.453, 0.176, 0.173, -0.240, 0.193, -0.411], "e_lumo_ha": [0.1347, 0.1280], "total_charge": -1, "spin_multiplicity": 2, "fmax_ev_per_a": 0.67, "gap_ev": [2.6659, 7.0858], "total_energy_ev": -11606.0222}


# 5
{"formula": "C9H14O", "method": "the ωB97M-V functional and the def2-TZVPD basis", "species": ["H", "C", "H", "H", "H", "H", "C", "C", "H", "C", "H", "O", "C", "H", "C", "H", "C", "H", "C", "C", "H", "H", "H", "H"], "xyz": [[-3.60, 2.28, 1.94], [1.10, 0.28, 0.46], [-1.93, 0.31, 0.86], [1.99, -1.44, 1.18], [-3.64, 0.46, 0.89], [0.21, 2.43, 0.49], [1.62, -0.94, 0.30], [0.66, 1.11, -0.66], [-2.89, -0.20, 2.36], [1.01, 0.78, -1.96], [0.90, 0.53, 1.47], [0.15, 2.29, -0.42], [-2.56, 1.89, 2.04], [0.91, 1.37, -2.82], [-2.73, 0.52, 1.59], [1.55, -0.98, -3.13], [1.44, -0.61, -2.15], [1.13, -3.46, -1.58], [2.00, -2.91, -1.39], [1.72, -1.47, -1.08], [2.58, -3.45, -0.58], [-2.19, 1.87, 3.10], [-1.94, 2.51, 1.45], [2.50, -3.14, -2.36]], "nbo_charge": [0.210, -0.305, 0.210, 0.215, 0.195, 0.474, -0.177, 0.317, 0.211, -0.287, 0.207, -0.644, -0.614, 0.221, -0.612, 0.203, -0.180, 0.217, -0.633, -0.056, 0.212, 0.201, 0.198, 0.217], "e_lumo_ha": 0.0333, "total_charge": 0, "smiles": "Cc1ccc(O)cc1.CC", "fmax_ev_per_a": 4.40, "gap_ev": 8.9678, "total_energy_ev": -11605.9980}


# 6
{"formula": "C9H14O", "method": "the ωB97M-V functional and the def2-TZVPD basis", "species": ["H", "H", "C", "H", "H", "H", "C", "H", "H", "H", "C", "C", "C", "O", "H", "H", "C", "H", "H", "H", "C", "H", "C", "C"], "xyz": [[-1.38, -0.82, 0.92], [-2.36, -3.70, -2.29], [1.01, 2.02, -2.03], [-1.35, -2.41, -3.01], [1.64, 1.69, 2.54], [-2.50, -2.04, -1.77], [1.13, 1.28, 1.67], [0.13, 0.43, 3.75], [0.41, -3.06, -1.69], [1.98, 1.63, -2.35], [-1.78, -2.81, -2.07], [0.69, 1.39, -0.69], [-0.57, -3.25, -1.26], [-0.37, 0.04, 3.02], [0.97, 3.09, -1.99], [2.38, 2.29, 0.27], [-0.37, 0.45, -0.55], [-0.87, 0.09, -1.44], [-0.48, -4.35, -1.17], [-0.69, -2.97, -0.21], [0.01, 0.49, 1.78], [0.29, 1.65, -2.78], [-0.72, 0.01, 0.70], [1.45, 1.76, 0.39]], "nbo_charge": [0.229, 0.210, -0.623, 0.204, 0.210, 0.212, -0.292, 0.480, 0.213, 0.215, -0.631, -0.049, -0.624, -0.688, 0.219, 0.210, -0.181, 0.213, 0.206, 0.210, 0.305, 0.210, -0.269, -0.189], "e_lumo_ha": 0.0337, "total_charge": 0, "smiles": "Cc1ccc(O)cc1.CC", "fmax_ev_per_a": 1.91, "gap_ev": 9.2156, "total_energy_ev": -11606.8267}


# 7
{"formula": "C9H14O", "method": "the ωB97M-V functional and the def2-TZVPD basis", "species": ["H", "H", "C", "C", "H", "C", "C", "H", "C", "H", "C", "H", "H", "H", "H", "H", "C", "H", "H", "H", "H", "C", "C", "O"], "xyz": [[2.93, 1.01, -2.51], [1.35, -2.04, 1.96], [-0.87, -0.66, -0.42], [0.32, -1.04, 0.23], [3.39, 2.55, -1.90], [-2.04, -1.00, 0.22], [3.15, 1.61, -1.51], [-3.58, -1.03, -1.37], [1.89, 1.61, -0.59], [-4.03, -0.87, 0.22], [0.42, -1.73, 1.44], [4.00, 1.18, -0.94], [1.27, -0.74, -0.34], [-3.00, -1.81, 1.92], [-0.93, -2.19, 3.16], [1.15, 3.44, 0.07], [-3.30, -0.55, -0.45], [2.02, 0.88, 0.29], [1.01, 1.45, -1.22], [-3.44, 0.64, -0.52], [-0.84, -0.18, -1.41], [-0.83, -1.81, 2.11], [-2.03, -1.53, 1.48], [1.98, 2.82, 0.06]], "nbo_charge": [0.193, 0.229, -0.232, -0.187, 0.219, -0.008, -0.628, 0.221, -0.066, 0.207, -0.245, 0.211, 0.209, 0.213, 0.210, 0.481, -0.628, 0.177, 0.167, 0.215, 0.215, -0.179, -0.245, -0.748], "e_lumo_ha": 0.0271, "total_charge": 0, "smiles": "Cc1ccccc1.CCO", "fmax_ev_per_a": 4.83, "gap_ev": 9.9036, "total_energy_ev": -11605.5932}


# 8
{"formula": "C9H14O", "method": "the ωB97M-V functional and the def2-TZVPD basis", "species": ["H", "C", "C", "H", "H", "C", "H", "H", "C", "C", "C", "H", "H", "H", "H", "O", "C", "C", "H", "C", "H", "H", "H", "H"], "xyz": [[-1.97, 0.79, 1.11], [1.31, -1.29, 1.41], [-1.05, 0.27, 1.33], [2.24, -1.82, 1.46], [2.06, 0.23, 2.67], [-0.69, -0.08, -3.61], [-0.46, 2.77, 2.18], [0.89, 2.38, 3.21], [1.19, -0.10, 2.12], [0.20, 0.58, -2.56], [0.20, -1.64, 0.63], [-0.13, -0.70, -4.32], [-1.23, 0.62, -4.24], [-1.48, -0.70, -3.18], [0.33, -0.07, -1.70], [0.21, -2.80, -0.12], [0.02, 0.65, 2.13], [-0.98, -0.94, 0.61], [-0.29, 1.49, -2.21], [-0.04, 1.99, 2.82], [-0.78, 1.92, 3.63], [1.09, -3.12, -0.35], [1.16, 0.85, -3.01], [-1.81, -1.27, 0.01]], "nbo_charge": [0.216, -0.286, -0.183, 0.218, 0.209, -0.609, 0.215, 0.215, -0.181, -0.611, 0.296, 0.201, 0.200, 0.202, 0.213, -0.694, -0.062, -0.264, 0.202, -0.622, 0.216, 0.481, 0.202, 0.227], "e_lumo_ha": 0.0323, "total_charge": 0, "smiles": "Cc1ccc(O)cc1.CC", "fmax_ev_per_a": 2.37, "gap_ev": 9.3201, "total_energy_ev": -11607.2134}


# 9
{"formula": "C9H14O", "method": "the ωB97M-V functional and the def2-TZVPD basis", "species": ["C", "H", "C", "O", "C", "C", "H", "H", "H", "H", "C", "C", "C", "H", "H", "H", "H", "C", "H", "H", "H", "H", "H", "C"], "xyz": [[-1.68, 0.11, -1.50], [0.27, -1.07, 0.92], [-2.95, -0.26, -1.00], [-1.82, -1.59, 2.27], [-3.10, -0.83, 0.26], [-0.68, -0.89, 0.42], [4.46, -0.70, 1.38], [0.43, 0.04, -1.27], [4.45, 0.90, 2.30], [2.30, 1.56, 1.06], [3.03, 0.85, 0.68], [-0.52, -0.26, -0.81], [-1.60, 0.91, -2.74], [-1.32, -0.94, 2.81], [-3.89, 0.03, -1.46], [3.23, -0.29, 2.54], [-2.05, 0.45, -3.67], [3.83, 0.18, 1.78], [-1.97, 1.92, -2.59], [-4.10, -1.12, 0.76], [-0.53, 1.03, -3.01], [2.49, 0.03, 0.16], [3.66, 1.13, -0.19], [-1.93, -1.21, 0.92]], "nbo_charge": [-0.037, 0.216, -0.207, -0.718, -0.244, -0.256, 0.203, 0.214, 0.202, 0.213, -0.618, -0.201, -0.628, 0.485, 0.215, 0.201, 0.221, -0.606, 0.221, 0.233, 0.209, 0.194, 0.212, 0.274], "e_lumo_ha": 0.0281, "total_charge": 0, "smiles": "Cc1ccc(O)cc1.CC", "fmax_ev_per_a": 2.99, "gap_ev": 9.4333, "total_energy_ev": -11606.4880}


# 10
{"formula": "C9H14O", "method": "the ωB97M-V functional and the def2-TZVPD basis", "species": ["H", "C", "H", "C", "C", "C", "H", "H", "H", "H", "H", "H", "H", "H", "C", "H", "H", "C", "C", "O", "C", "H", "H", "C"], "xyz": [[2.31, -0.71, 2.05], [-2.48, -0.32, 2.27], [0.99, -1.90, -2.16], [1.28, -0.29, 1.73], [-0.14, -0.22, -2.69], [1.48, 0.85, 0.99], [0.44, -1.79, -3.91], [-1.71, 1.62, 0.44], [1.84, -0.80, -3.40], [-2.89, 0.66, 2.48], [-0.09, -1.77, 2.60], [-2.58, -1.05, 3.02], [-0.62, -0.53, -1.70], [-2.97, -0.72, 1.41], [-1.09, -0.02, 1.77], [3.01, 1.48, -0.10], [-1.01, -0.04, -3.53], [-0.89, 1.17, 0.88], [0.01, -0.77, 2.04], [2.63, 1.51, 0.82], [0.84, -1.18, -3.09], [0.46, 0.63, -2.44], [0.78, 2.59, 0.05], [0.38, 1.60, 0.47]], "nbo_charge": [0.226, -0.634, 0.203, -0.267, -0.615, 0.270, 0.205, 0.203, 0.202, 0.224, 0.217, 0.222, 0.215, 0.218, -0.004, 0.489, 0.200, -0.208, -0.221, -0.713, -0.617, 0.208, 0.233, -0.255], "e_lumo_ha": 0.0268, "total_charge": 0, "smiles": "Cc1ccc(O)cc1.CC", "fmax_ev_per_a": 4.88, "gap_ev": 9.2110, "total_energy_ev": -11605.2381}